Record 1
Computed, not measured: a structure of composition C15H23BaN4O7P2SSe, with ωB97M-V with the def2-TZVPD basis set.

Properties
Net charge: -1
Relative energy (zero: lowest compared OMol25 entry of this formula, charge and spin) (kcal per mole): 72.0
Maximum force (eV/A): 0.712

```
54
C15H23BaN4O7P2SSe, DFT ωB97M-V with the def2-TZVPD basis set
C 2.089 -1.630 3.659
N 2.746 1.660 2.061
H 0.262 3.094 5.092
N -1.298 1.867 -1.900
C 1.275 0.992 3.577
H -1.574 0.268 -3.129
C -2.707 2.014 -3.635
H -1.948 5.032 -1.053
C -1.799 3.094 -1.915
H 0.306 4.208 3.699
Ba -0.719 -0.072 0.153
O 2.531 -3.770 0.365
O 0.485 -4.886 -1.271
H 2.683 -3.977 -2.436
H -0.280 0.456 4.965
C 0.141 3.181 4.010
O -0.740 -1.362 -2.554
H -4.013 2.354 -5.275
C 1.756 -3.496 -2.746
H 3.419 1.693 1.317
H -1.800 3.678 0.113
N 1.143 2.355 3.361
H -2.337 -3.925 -3.023
H 3.583 -1.100 2.185
H 0.275 -4.946 -0.330
O -1.739 -2.875 -0.756
P -0.807 -2.741 -2.038
H -0.385 4.236 -0.774
S -1.989 1.441 1.992
C 1.008 -1.196 4.430
H 3.013 -3.459 1.140
H -1.148 -2.966 0.052
P 1.403 -2.696 -0.064
C 0.784 -3.521 -1.580
N -1.866 1.222 -2.947
H -2.772 1.140 -5.594
Se 2.228 4.430 1.711
H 1.966 -2.469 -3.043
C 2.324 0.546 2.769
C 0.580 0.120 4.403
C -2.691 3.235 -2.997
C 2.763 -0.769 2.809
O 0.228 -2.793 0.880
H 0.481 -1.912 5.047
C -3.451 1.533 -4.835
O 1.962 -1.347 -0.302
O -1.393 -3.763 -3.118
H 1.333 -4.042 -3.590
H -4.157 0.743 -4.572
C -1.462 4.078 -0.852
C 2.016 2.754 2.416
H -0.844 2.847 3.658
H -3.259 4.112 -3.261
H 2.394 -2.669 3.726
```


Record 2
Computed, not measured: a cluster of 11 separate species, C50H92Cl20F3N2O2 in total, with ωB97M-V with the def2-TZVPD basis set.

Properties
E_tot (eV): -319016.2720
Net charge: +1
Maximum force (eV/A): 0.931

```
169
C50H92Cl20F3N2O2, DFT ωB97M-V with the def2-TZVPD basis set
C 0.750 0.969 -0.106
H -7.559 -3.165 2.451
H -0.744 2.996 1.441
H 8.339 -0.809 -1.233
C 6.616 3.046 -4.876
H 1.855 3.210 -2.282
H -1.986 1.289 -0.760
C -2.166 4.141 7.535
H -9.220 -4.193 -4.639
H 7.162 3.455 0.806
H 7.731 1.987 -6.386
Cl -12.543 -9.033 4.828
H -11.022 -6.376 4.890
C -10.936 -5.784 3.982
H 1.287 3.106 1.628
C 7.401 -2.543 -0.390
C -1.004 3.856 -1.841
H -8.434 -5.933 -2.983
H -8.140 -1.557 2.016
Cl -5.663 -0.182 1.372
H 2.960 9.403 1.928
C 11.674 -4.429 -1.172
C -8.011 -4.934 -3.045
C -0.531 0.478 0.594
H -0.290 -3.020 1.657
H 1.335 1.622 -3.963
H 0.116 3.771 -3.612
H 3.260 8.096 3.086
C -0.247 0.356 2.095
C 1.293 8.070 2.265
C -2.002 -1.389 0.395
Cl -7.098 -1.583 4.132
H -2.278 -1.125 1.422
H 5.784 0.800 0.993
Cl 10.806 -3.256 -2.199
H 0.243 5.217 -2.795
C -12.486 -10.180 3.464
H -11.600 -6.197 3.231
C 0.890 -0.367 2.485
C -1.173 2.878 0.447
Cl 4.817 0.043 -9.370
C 6.968 2.758 -6.313
H 6.395 -1.871 1.439
H 5.405 4.202 2.224
H 2.602 1.991 -1.220
H -12.585 -11.178 3.885
H 3.350 2.793 2.647
Cl -11.509 -4.138 4.372
O -3.072 -3.379 1.059
C 5.345 3.148 1.942
H -8.628 -2.930 -3.544
H 3.789 0.276 -7.280
H 12.674 -4.541 -1.587
O -0.753 -0.808 0.037
Cl -10.554 -3.994 -2.718
F 3.439 0.923 -4.866
H 0.146 5.186 0.135
Cl -7.434 -0.472 -2.234
Cl 0.379 8.606 0.832
C 0.380 0.012 4.810
H 2.085 -1.105 4.101
N 0.514 2.007 -1.162
C -0.175 3.290 -0.653
C 0.796 4.346 -0.127
C -1.968 -2.923 0.303
H -1.690 3.080 -2.196
H 1.525 -0.826 1.736
C 2.768 8.357 2.151
Cl -9.314 -5.004 1.922
H -3.221 4.302 7.333
Cl 7.568 4.205 -7.158
C 3.169 3.795 0.765
H 0.616 -0.107 5.860
H -11.159 -10.893 1.960
C 6.510 1.416 0.452
C 6.194 -0.450 -1.311
C 1.204 -0.539 3.827
H -9.147 -6.805 3.415
H -6.640 1.345 -0.974
H 8.274 -3.170 -0.572
C 2.196 0.431 -8.691
H -13.341 -9.976 2.826
C -0.641 -3.519 0.749
H -2.539 1.240 0.893
H 6.078 2.424 -6.845
C -9.007 -3.948 -3.600
Cl -7.472 -4.480 -1.406
C -7.303 -2.109 2.436
H 2.055 -0.631 -8.872
C 1.859 1.209 -3.097
H -5.186 -2.359 2.105
H 1.492 1.361 0.587
H 1.392 0.252 -2.859
H -10.333 -10.173 3.351
H 7.477 -1.818 -2.390
H 1.197 0.108 -0.609
C 6.512 1.027 -1.033
H -6.175 -2.356 0.641
H 5.718 3.323 -0.169
H -8.363 1.050 -0.713
H 5.647 -0.513 -2.254
H -2.016 3.569 0.383
Cl -11.042 -8.559 1.789
C 3.609 0.725 -8.255
C 7.422 -1.385 -1.388
H -8.818 1.930 -3.044
H 3.313 3.535 -0.287
Cl 9.415 -5.683 -0.298
H 0.123 -3.386 -0.017
H 3.620 4.782 0.882
C -7.944 2.205 -2.460
H 5.813 1.669 -1.577
H 11.604 -6.484 -0.597
H 1.451 4.723 -0.917
H 11.748 -4.000 -0.177
H -8.147 3.135 -1.932
C -11.195 -10.091 2.695
F 3.712 -0.271 -3.048
H 7.821 -2.862 1.723
H -2.177 -3.205 -0.730
Cl 1.755 1.301 -10.178
F 4.152 1.869 -3.035
H -2.863 -3.328 1.998
C 7.401 -2.093 1.073
H -7.127 -4.959 -3.679
H -0.875 2.618 8.342
Cl -1.304 4.192 5.970
C -1.666 1.447 0.277
C -1.936 2.838 8.254
C 1.673 3.974 1.088
H 10.802 -6.147 -2.140
H -1.402 1.143 5.196
C 3.296 0.926 -3.516
C -9.505 -5.783 3.519
H -1.963 1.451 2.848
H 1.112 7.004 2.384
H 5.530 -0.821 -0.522
H -8.869 -5.251 4.223
Cl -2.704 1.472 7.401
C 3.878 2.796 1.688
C -7.583 1.132 -1.467
H 7.504 1.244 -1.443
H 1.503 0.755 -7.915
H 1.608 4.800 1.801
C -0.758 0.718 4.437
H -0.154 1.596 -1.816
Cl 8.053 3.399 -3.883
H 6.515 -3.156 -0.586
H -0.774 -4.582 0.948
C 1.797 2.191 -1.922
H 3.826 1.786 1.265
Cl 3.535 7.393 0.857
H -1.787 4.965 8.137
C -1.070 0.886 3.086
N -0.344 4.421 -2.996
H 3.784 1.797 -8.194
H 5.718 2.534 2.767
H 6.140 2.172 -4.440
H 5.946 3.899 -4.798
H 7.998 -1.186 1.206
H 7.491 1.181 0.875
C 10.986 -5.770 -1.138
H -2.787 -1.002 -0.264
H -2.374 2.882 9.249
Cl -6.612 2.532 -3.602
C -6.051 -1.913 1.628
H 0.885 8.594 3.128
C 6.225 2.906 0.710
H -1.612 4.649 -1.402
```


Record 3
Computed, not measured: a cluster of 2 separate species, C5H14 in total at a distorted geometry, with ωB97M-V with the def2-TZVPD basis set.

Properties
Spin multiplicity: 2
Net charge: -1
Relative energy (zero: lowest compared OMol25 entry of this formula, charge and spin) (kcal per mole): 7.9
Maximum force (eV/A): 1.565

```
19
C5H14, DFT ωB97M-V with the def2-TZVPD basis set
H -2.605 -2.179 -2.059
H 2.511 -0.115 0.359
C 0.044 1.769 1.932
H 0.672 2.279 2.656
H -2.276 -0.486 -2.146
H 0.353 1.389 -0.195
H 1.866 0.064 2.043
H 0.977 -0.797 0.844
C -0.659 -1.593 -1.260
H 0.314 -1.507 -1.753
H -1.397 -1.444 -3.285
C 0.907 1.406 0.723
H -0.373 0.881 2.400
C 1.631 0.066 0.977
H 1.715 2.107 0.566
H -0.806 2.394 1.651
H -0.619 -2.604 -0.847
H -0.733 -0.880 -0.447
C -1.812 -1.469 -2.284
```